No. 1
{
  "formula": "C21H44GeN4O7SSi3Y",
  "method": "the ωB97M-V functional and the def2-TZVPD basis",
  "total_energy_ha": -4954.32993,
  "spin_multiplicity": 2,
  "homo_ev": [-8.522, -8.523],
  "de_lowest_ev": 0.949,
  "orbital_gap_ev": [7.972, 5.963],
  "symbols": ["Y", "N", "C", "C", "O", "O", "H", "H", "H", "H", "C", "C", "N", "O", "C", "C", "N", "O", "H", "H", "H", "H", "H", "H", "H", "C", "Si", "C", "C", "Ge", "Si", "C", "C", "C", "Si", "C", "C", "C", "H", "H", "H", "H", "H", "H", "H", "H", "H", "H", "H", "H", "H", "H", "H", "H", "H", "H", "H", "H", "H", "H", "H", "H", "H", "H", "H", "N", "C", "C", "C", "C", "C", "C", "S", "O", "O", "O", "H", "H", "H", "H", "H", "H"],
  "positions_angstrom": [[-0.76, -1.21, 1.25], [-0.47, -0.79, 3.66], [-1.35, -1.82, 4.32], [-2.23, -2.18, 3.14], [-3.22, -1.49, 2.87], [-1.63, -2.94, 2.27], [0.53, -1.08, 3.71], [-0.63, 0.12, 4.06], [-1.91, -1.40, 5.15], [-0.74, -2.66, 4.64], [2.53, -2.80, -1.68], [1.64, -2.45, -0.52], [0.46, -1.96, -0.68], [0.03, -1.64, -1.94], [2.16, -2.54, 0.86], [3.49, -3.13, 1.18], [1.45, -1.93, 1.76], [1.90, -1.81, 2.98], [3.00, -1.88, -2.04], [1.98, -3.25, -2.50], [3.32, -3.48, -1.36], [0.22, -2.38, -2.63], [3.56, -4.16, 0.83], [3.64, -3.10, 2.25], [4.30, -2.56, 0.70], [2.92, 3.69, 0.98], [2.29, 1.98, 1.44], [1.98, 1.88, 3.28], [3.56, 0.70, 0.94], [0.25, 1.77, 0.21], [0.46, 2.08, -2.15], [0.61, 3.94, -2.37], [2.01, 1.21, -2.75], [-1.04, 1.43, -3.05], [-1.60, 2.93, 1.19], [-0.95, 4.63, 1.63], [-2.24, 2.12, 2.76], [-3.01, 3.11, -0.03], [3.83, 3.92, 1.55], [2.18, 4.47, 1.21], [3.16, 3.75, -0.08], [2.85, 2.22, 3.83], [1.80, 0.84, 3.57], [1.12, 2.49, 3.59], [4.55, 1.03, 1.24], [3.57, 0.54, -0.14], [3.35, -0.25, 1.43], [1.46, 4.34, -1.81], [-0.29, 4.45, -2.04], [0.76, 4.17, -3.43], [2.90, 1.58, -2.24], [2.13, 1.37, -3.82], [1.91, 0.14, -2.58], [-1.96, 1.88, -2.68], [-1.09, 0.35, -2.93], [-0.96, 1.66, -4.12], [-0.16, 4.57, 2.38], [-1.75, 5.25, 2.04], [-0.54, 5.14, 0.76], [-1.46, 2.09, 3.52], [-2.64, 1.11, 2.62], [-3.06, 2.73, 3.17], [-2.67, 3.52, -0.98], [-3.76, 3.79, 0.38], [-3.51, 2.16, -0.23], [-3.04, -1.01, 0.03], [-2.95, -1.92, -1.08], [-3.07, -1.44, -2.38], [-2.61, -2.21, -3.43], [-2.06, -3.45, -3.17], [-2.13, -4.01, -1.90], [-2.58, -3.24, -0.84], [-0.84, -4.09, -4.29], [0.35, -3.39, -3.70], [-1.16, -3.61, -5.61], [-0.78, -5.52, -4.10], [-3.39, -0.11, -0.29], [-3.65, -1.34, 0.77], [-3.42, -0.43, -2.55], [-2.58, -1.82, -4.44], [-1.74, -5.00, -1.75], [-2.57, -3.63, 0.17]]
}

***

No. 2
{
  "formula": "C21H44N2O5P",
  "method": "the ωB97M-V functional and the def2-TZVPD basis",
  "total_energy_ha": -1653.41564,
  "homo_ev": -11.489,
  "charge": 1,
  "orbital_gap_ev": 8.471,
  "symbols": ["C", "C", "C", "C", "C", "C", "C", "C", "C", "N", "C", "O", "C", "C", "C", "C", "C", "N", "H", "H", "H", "H", "H", "H", "H", "H", "H", "H", "H", "H", "H", "H", "H", "H", "H", "H", "H", "H", "H", "H", "H", "H", "H", "H", "H", "H", "H", "O", "P", "O", "C", "C", "O", "C", "C", "O", "C", "C", "H", "H", "H", "H", "H", "H", "H", "H", "H", "H", "H", "H", "H", "H", "H"],
  "positions_angstrom": [[3.08, -2.30, 2.30], [1.61, -2.22, 1.80], [0.96, -0.86, 2.16], [0.59, -0.03, 0.92], [-0.22, 1.21, 1.32], [-1.74, 0.90, 1.50], [-2.14, 0.67, 2.96], [-3.65, 0.77, 3.25], [-4.56, -0.20, 2.45], [-3.93, -1.21, 1.62], [-3.41, -2.15, 2.22], [-3.10, -3.09, 2.81], [-5.71, -0.90, 3.21], [-6.59, -1.41, 2.03], [-8.03, -1.87, 2.38], [-8.92, -1.77, 1.13], [-6.63, -0.12, 1.16], [-5.41, 0.69, 1.57], [3.74, -1.90, 1.53], [3.33, -3.35, 2.50], [3.17, -1.77, 3.25], [1.61, -2.38, 0.72], [1.05, -3.01, 2.30], [0.03, -1.12, 2.69], [1.57, -0.28, 2.86], [1.52, 0.29, 0.43], [0.07, -0.68, 0.21], [0.15, 1.56, 2.29], [-0.14, 1.98, 0.54], [-2.36, 1.68, 1.03], [-1.91, 0.00, 0.90], [-1.80, -0.30, 3.35], [-1.64, 1.44, 3.55], [-3.93, 1.82, 3.12], [-3.80, 0.54, 4.31], [-5.42, -1.61, 3.99], [-6.37, -0.19, 3.73], [-6.21, -2.26, 1.46], [-7.94, -2.93, 2.63], [-8.42, -1.32, 3.24], [-9.36, -0.77, 1.05], [-8.34, -1.96, 0.22], [-9.71, -2.52, 1.15], [-6.74, -0.24, 0.09], [-7.47, 0.43, 1.59], [-4.90, 1.24, 0.88], [-5.83, 1.39, 2.18], [7.04, 2.08, -2.70], [5.76, 1.61, -3.28], [4.82, 1.22, -2.02], [4.34, 2.25, -1.16], [3.14, 2.97, -1.75], [6.16, 0.11, -3.81], [7.52, -0.24, -4.07], [8.09, -1.04, -2.92], [4.53, 1.71, -4.34], [4.84, 2.01, -5.73], [4.92, 0.74, -6.56], [5.14, 2.96, -0.93], [4.05, 1.77, -0.22], [3.42, 3.54, -2.64], [2.71, 3.66, -1.03], [2.37, 2.25, -2.06], [8.12, 0.64, -4.27], [7.52, -0.85, -4.98], [8.01, -0.50, -1.98], [9.15, -1.27, -3.09], [7.55, -1.98, -2.80], [5.77, 2.58, -5.80], [4.03, 2.64, -6.09], [5.88, 0.25, -6.44], [4.80, 0.98, -7.62], [4.14, 0.04, -6.26]]
}

***

No. 3
{
  "formula": "C21H44N2O7",
  "method": "the ωB97M-V functional and the def2-TZVPD basis",
  "total_energy_ha": -1462.73995,
  "smiles": "CN(C)C=O.CN(C)C=O.CC(C)=O.CC(C)=O.CC(C)=O.CC(C)=O.CC(C)=O",
  "homo_ev": -9.212,
  "orbital_gap_ev": 9.610,
  "symbols": ["C", "N", "C", "C", "O", "H", "H", "H", "H", "H", "H", "H", "C", "N", "C", "C", "O", "H", "H", "H", "H", "H", "H", "H", "C", "C", "C", "O", "H", "H", "H", "H", "H", "H", "C", "C", "C", "O", "H", "H", "H", "H", "H", "H", "C", "C", "C", "O", "H", "H", "H", "H", "H", "H", "C", "C", "C", "O", "H", "H", "H", "H", "H", "H", "C", "C", "C", "O", "H", "H", "H", "H", "H", "H"],
  "positions_angstrom": [[-0.57, 2.49, 1.23], [-0.68, 1.83, -0.06], [-1.60, 2.34, -1.04], [0.02, 0.71, -0.27], [-0.11, -0.07, -1.20], [-1.44, 3.12, 1.38], [0.31, 3.14, 1.28], [-0.49, 1.74, 2.01], [-1.56, 3.42, -1.18], [-1.46, 1.87, -2.01], [-2.64, 2.11, -0.76], [0.66, 0.46, 0.59], [-3.56, -0.37, -0.37], [-3.47, -1.53, 0.50], [-2.67, -1.38, 1.68], [-4.06, -2.71, 0.18], [-3.98, -3.73, 0.82], [-2.57, -0.15, -0.78], [-3.87, 0.49, 0.24], [-4.29, -0.48, -1.17], [-3.10, -0.65, 2.36], [-2.54, -2.35, 2.15], [-1.67, -1.00, 1.40], [-4.64, -2.65, -0.75], [3.57, -0.18, -1.18], [4.35, -1.47, -1.36], [3.54, -2.73, -1.49], [5.54, -1.49, -1.21], [3.42, 0.07, -0.13], [2.56, -0.26, -1.62], [4.08, 0.63, -1.70], [4.14, -3.63, -1.48], [2.91, -2.70, -2.38], [2.86, -2.77, -0.63], [4.19, 0.62, 2.81], [2.78, 0.12, 2.84], [2.55, -1.32, 3.27], [1.84, 0.86, 2.62], [4.61, 0.58, 3.82], [4.25, 1.64, 2.43], [4.82, -0.03, 2.20], [1.71, -1.70, 2.70], [2.28, -1.36, 4.32], [3.42, -1.92, 3.03], [0.44, -0.27, -4.95], [1.46, 0.86, -5.02], [1.47, 1.79, -3.83], [2.20, 1.01, -5.95], [-0.56, 0.16, -5.02], [0.52, -0.73, -3.96], [0.61, -0.97, -5.76], [0.49, 2.30, -3.80], [2.21, 2.58, -3.90], [1.53, 1.20, -2.92], [-3.49, 5.83, 1.64], [-4.00, 4.44, 1.35], [-4.20, 3.55, 2.55], [-4.25, 4.06, 0.23], [-2.66, 5.81, 2.35], [-4.29, 6.44, 2.07], [-3.19, 6.33, 0.72], [-3.27, 3.45, 3.12], [-4.53, 2.57, 2.22], [-4.97, 3.97, 3.19], [1.76, -5.33, 0.50], [0.84, -4.18, 0.85], [0.09, -3.56, -0.32], [0.61, -3.85, 1.99], [1.92, -5.98, 1.35], [2.75, -4.91, 0.27], [1.34, -5.88, -0.34], [-0.10, -2.50, -0.14], [-0.87, -4.07, -0.37], [0.65, -3.72, -1.24]]
}